Here is a cluster of 15 separate species, C27H82BClO20 in total at a distorted geometry from the Open Molecules 2025 dataset. Energies are from the ωB97M-V functional and the def2-TZVPD basis.

Element x y z (Å)
C 2.6553 -1.3467 2.5081
C 1.9122 -1.5821 1.1926
C 0.3926 -1.5476 1.4216
C -0.2150 -0.1761 1.1741
C -0.2123 0.1823 -0.3068
C -1.5695 0.0527 1.8369
O -1.3211 0.5660 3.1465
C -2.2747 1.4490 3.6172
C -1.9808 1.6122 5.1217
C -0.5081 1.4662 5.3856
O 0.3468 2.2030 4.9104
Cl -0.0172 0.1237 6.4705
O -2.1993 2.6876 2.9848
C -3.3139 3.0839 2.1985
C -2.9360 3.4196 0.7691
C -2.5193 -1.1302 1.8864
O -2.0902 -2.0990 2.8280
C -3.1232 -2.9501 3.2731
B -2.8618 -1.7166 0.4496
O -2.7131 -3.0279 0.1527
O -3.3113 -0.8911 -0.5605
H 2.7062 -0.2831 2.6967
H 2.1504 -1.8290 3.3287
H 3.6694 -1.7086 2.4233
H 2.2194 -0.8750 0.4406
H 2.1566 -2.5756 0.8404
H -0.0575 -2.2499 0.7189
H 0.1800 -1.9219 2.4089
H 0.4519 0.5419 1.6411
H -0.5911 1.1864 -0.4268
H 0.8175 0.2033 -0.6374
H -0.7737 -0.5202 -0.9042
H -2.0816 0.8203 1.2671
H -3.2680 1.0091 3.5370
H -2.2608 2.6123 5.4091
H -2.5803 0.9144 5.6866
H -3.7064 3.9904 2.6420
H -4.0967 2.3330 2.1754
H -3.8523 3.4042 0.1921
H -2.2922 2.6727 0.3290
H -2.4984 4.4015 0.6850
H -3.4830 -0.7409 2.2557
H -3.2279 -3.8215 2.6405
H -2.8211 -3.3207 4.2438
H -4.0673 -2.4422 3.4145
H -1.9546 -3.3862 0.6336
H -4.0555 -0.3600 -0.2733
C -2.4727 1.1806 -3.1663
O -2.2030 2.3882 -2.4583
H -2.5776 0.3845 -2.4353
H -3.4016 1.2696 -3.7380
H -1.6491 0.9381 -3.8444
H -2.1135 3.0885 -3.1125
C 5.5438 0.8038 0.5959
O 4.8317 -0.3974 0.2937
H 5.8019 0.7940 1.6518
H 6.4594 0.8587 0.0036
H 4.9182 1.6764 0.3899
H 4.6101 -0.3768 -0.6423
C 6.5997 0.5820 -3.1270
O 6.7766 1.8551 -2.5009
H 6.4955 -0.1701 -2.3471
H 5.7032 0.5914 -3.7389
H 7.4673 0.3446 -3.7468
H 6.8673 2.5052 -3.2026
C 3.1450 3.1084 -3.3828
O 4.5427 3.3452 -3.5104
H 2.6740 3.3818 -4.3243
H 2.9447 2.0518 -3.1784
H 2.7133 3.7167 -2.5843
H 4.9599 3.0953 -2.6783
C 6.1049 1.3010 -7.3514
O 5.5350 0.5233 -6.2983
H 7.0599 0.8580 -7.6152
H 5.4566 1.2970 -8.2317
H 6.2707 2.3309 -7.0273
H 4.6939 0.9221 -6.0648
C 1.4697 0.4403 10.4786
O 0.6153 -0.6145 10.0513
H 1.6722 0.2903 11.5358
H 2.4166 0.4262 9.9323
H 0.9896 1.4140 10.3459
H 0.4374 -0.4808 9.1177
C 4.6325 -2.4192 -3.6420
O 3.9518 -1.1814 -3.4423
H 5.5396 -2.3957 -3.0441
H 4.0165 -3.2611 -3.3166
H 4.9040 -2.5482 -4.6924
H 3.1501 -1.2023 -3.9688
C -6.7798 -3.1900 5.3236
O -6.0056 -3.6676 4.2252
H -6.0961 -2.9844 6.1429
H -7.3070 -2.2688 5.0615
H -7.5055 -3.9406 5.6461
H -6.6118 -3.8532 3.5033
C -0.5787 -6.6064 -0.0907
O -1.2594 -5.3731 0.1174
H 0.2776 -6.6259 0.5775
H -1.2268 -7.4555 0.1409
H -0.2246 -6.6889 -1.1213
H -2.0210 -5.3400 -0.4676
C -4.6180 4.1951 -4.3075
O -3.2735 4.2356 -4.7997
H -4.5690 4.0896 -3.2263
H -5.1434 5.1211 -4.5544
H -5.1565 3.3492 -4.7306
H -3.3171 4.3276 -5.7529
C 3.1982 3.2257 5.9916
O 3.9598 4.4173 6.2072
H 3.8737 2.4699 5.5999
H 2.7708 2.8643 6.9316
H 2.4025 3.3970 5.2719
H 3.3633 5.0838 6.5517
C -8.3411 2.8303 -5.6742
O -6.9885 2.6019 -6.0644
H -8.3327 3.1528 -4.6366
H -8.7987 3.6128 -6.2844
H -8.9323 1.9151 -5.7554
H -6.9930 2.3163 -6.9804
C 8.0157 0.6480 -10.5333
O 8.2136 1.9216 -9.9246
H 7.8996 -0.0831 -9.7379
H 7.1139 0.6434 -11.1513
H 8.8759 0.3682 -11.1468
H 8.3154 2.5657 -10.6279
C -5.4906 -6.9507 3.6332
O -6.8183 -7.0474 3.1137
H -5.5080 -6.2285 4.4429
H -5.1513 -7.9159 4.0182
H -4.8003 -6.5992 2.8618
H -6.8073 -7.6822 2.3952

- frontier orbital gap (Eh) = 0.346
- HOMO (eV) = -9.21

Results of the Löwdin charge analysis, in e, for atoms 1 through 99:
1 C -0.09
2 C -0.23
3 C -0.16
4 C -0.28
5 C -0.02
6 C -0.22
7 O -0.02
8 C -0.39
9 C -0.07
10 C -0.72
11 O 0.05
12 Cl 0.67
13 O -0.05
14 C -0.24
15 C -0.06
16 C -0.18
17 O -0.14
18 C -0.08
19 B -0.64
20 O 0.19
21 O 0.16
22 H 0.07
23 H 0.07
24 H 0.06
25 H 0.08
26 H 0.10
27 H 0.11
28 H 0.11
29 H 0.15
30 H 0.07
31 H 0.07
32 H 0.08
33 H 0.13
34 H 0.15
35 H 0.13
36 H 0.11
37 H 0.12
38 H 0.11
39 H 0.08
40 H 0.05
41 H 0.08
42 H 0.14
43 H 0.09
44 H 0.10
45 H 0.07
46 H 0.08
47 H 0.11
48 C -0.14
49 O -0.14
50 H 0.05
51 H 0.07
52 H 0.08
53 H 0.05
54 C -0.14
55 O -0.13
56 H 0.08
57 H 0.06
58 H 0.08
59 H 0.06
60 C -0.14
61 O -0.14
62 H 0.07
63 H 0.05
64 H 0.09
65 H 0.07
66 C -0.15
67 O -0.14
68 H 0.08
69 H 0.07
70 H 0.08
71 H 0.05
72 C -0.15
73 O -0.13
74 H 0.06
75 H 0.08
76 H 0.08
77 H 0.07
78 C -0.16
79 O -0.13
80 H 0.07
81 H 0.08
82 H 0.07
83 H 0.01
84 C -0.14
85 O -0.14
86 H 0.07
87 H 0.08
88 H 0.08
89 H 0.07
90 C -0.14
91 O -0.14
92 H 0.08
93 H 0.08
94 H 0.08
95 H 0.08
96 C -0.14
97 O -0.13
98 H 0.08
99 H 0.08